A 5-piece molecular cluster, C32H89BBrN15O9P5S overall at a distorted geometry. Source: the OMol25 dataset; level of theory: the ωB97M-V functional and the def2-TZVPD basis.

* energy above the lowest of the compared OMol25 structures with the same formula, charge and spin: 0.0 kcal/mol
* HOMO-LUMO gap: 6.90 eV
* max |F|: 4.7 eV Å⁻¹
* E_LUMO: 1.956 eV
* molar mass: 1105.81 u
* charge: -1

Element x y z (Å)
C (-0.637, -3.554, -5.976)
C (-0.737, -2.227, -5.275)
O (-1.200, -1.247, -5.805)
O (-0.230, -2.232, -4.043)
C (-0.872, -1.342, -3.091)
C (-0.002, -0.175, -2.557)
B (1.587, -0.356, -2.848)
O (2.037, -0.611, -4.125)
N (2.572, -0.283, -1.802)
C (2.490, 0.981, -1.030)
C (3.928, -0.344, -2.377)
O (-0.293, -0.181, -1.171)
P (-1.086, 1.228, -0.536)
Br (-1.700, 0.035, 1.490)
O (-0.525, 2.078, -1.949)
C (-0.465, 1.257, -3.060)
N (-1.757, 1.298, -3.658)
N (0.633, 1.955, -3.897)
C (0.586, 2.019, -5.093)
S (0.508, 2.018, -6.671)
H (-1.534, -3.703, -6.572)
H (-0.532, -4.371, -5.267)
H (0.209, -3.552, -6.663)
H (-1.827, -1.006, -3.481)
H (-1.081, -1.957, -2.221)
H (1.317, -0.592, -4.761)
H (2.121, 1.830, -1.610)
H (1.853, 0.831, -0.164)
H (3.463, 1.268, -0.628)
H (4.118, -1.306, -2.846)
H (4.662, -0.234, -1.574)
H (4.121, 0.473, -3.080)
H (0.060, 1.611, 0.190)
H (-1.750, 2.408, -0.036)
H (-2.327, 0.838, -1.085)
H (-2.009, 2.243, -3.920)
H (-1.860, 0.654, -4.435)
O (3.697, -4.630, 0.808)
P (2.618, -4.264, 1.764)
N (1.827, -2.931, 1.095)
C (2.029, -1.535, 1.438)
C (1.416, -3.117, -0.292)
N (3.561, -3.982, 3.188)
C (3.521, -2.745, 3.944)
C (4.894, -4.563, 3.192)
N (1.301, -4.816, 2.637)
C (-0.051, -4.271, 2.581)
C (1.484, -5.866, 3.626)
H (1.167, -0.953, 1.109)
H (2.934, -1.122, 0.974)
H (2.070, -1.372, 2.511)
H (0.677, -3.927, -0.369)
H (2.258, -3.363, -0.947)
H (0.943, -2.215, -0.674)
H (3.984, -1.912, 3.404)
H (4.057, -2.857, 4.891)
H (2.495, -2.482, 4.212)
H (5.597, -3.907, 2.660)
H (4.903, -5.537, 2.711)
H (5.258, -4.705, 4.215)
H (-0.135, -3.366, 3.187)
H (-0.758, -5.010, 2.968)
H (-0.370, -4.040, 1.570)
H (1.489, -5.450, 4.640)
H (2.424, -6.393, 3.473)
H (0.685, -6.610, 3.557)
O (-5.749, 0.968, 1.411)
P (-6.267, 0.139, 2.525)
N (-7.919, -0.087, 2.073)
C (-9.035, 0.695, 2.543)
C (-8.083, -0.611, 0.727)
N (-5.940, 1.190, 3.851)
C (-6.949, 1.701, 4.745)
C (-4.865, 2.157, 3.636)
N (-6.222, -1.224, 3.499)
C (-7.271, -2.214, 3.666)
C (-5.063, -1.430, 4.362)
H (-9.964, 0.141, 2.370)
H (-9.119, 1.676, 2.053)
H (-8.998, 0.849, 3.619)
H (-7.651, -1.615, 0.646)
H (-7.605, 0.018, -0.031)
H (-9.143, -0.696, 0.483)
H (-7.611, 2.437, 4.267)
H (-6.469, 2.193, 5.595)
H (-7.553, 0.892, 5.168)
H (-5.203, 3.050, 3.095)
H (-4.049, 1.715, 3.068)
H (-4.466, 2.465, 4.606)
H (-8.039, -1.860, 4.360)
H (-6.845, -3.134, 4.073)
H (-7.745, -2.487, 2.727)
H (-5.300, -1.170, 5.398)
H (-4.220, -0.823, 4.041)
H (-4.735, -2.472, 4.325)
O (6.301, -0.637, 5.142)
P (7.730, -0.477, 5.527)
N (8.346, -2.057, 5.319)
C (8.413, -3.053, 6.364)
C (8.180, -2.577, 3.968)
N (7.506, 0.081, 7.150)
C (8.049, -0.575, 8.318)
C (6.215, 0.694, 7.441)
N (9.192, 0.312, 5.370)
C (10.467, -0.295, 5.017)
C (9.276, 1.731, 5.696)
H (9.133, -3.825, 6.079)
H (7.447, -3.535, 6.568)
H (8.798, -2.641, 7.291)
H (8.808, -2.007, 3.271)
H (7.160, -2.559, 3.578)
H (8.531, -3.608, 3.912)
H (7.559, -1.531, 8.537)
H (7.920, 0.069, 9.192)
H (9.127, -0.733, 8.219)
H (5.433, -0.043, 7.661)
H (5.873, 1.297, 6.605)
H (6.322, 1.357, 8.305)
H (10.922, -0.778, 5.886)
H (11.153, 0.475, 4.657)
H (10.377, -1.023, 4.216)
H (9.744, 1.877, 6.674)
H (8.290, 2.188, 5.721)
H (9.858, 2.268, 4.943)
O (-3.977, 4.279, -5.548)
P (-4.411, 4.521, -6.945)
N (-4.687, 2.964, -7.589)
C (-3.767, 2.211, -8.418)
C (-5.546, 2.135, -6.752)
N (-3.052, 5.382, -7.558)
C (-2.303, 4.986, -8.730)
C (-2.184, 5.995, -6.555)
N (-5.489, 5.316, -7.945)
C (-6.404, 4.699, -8.893)
C (-5.486, 6.772, -7.979)
H (-4.320, 1.428, -8.944)
H (-2.953, 1.743, -7.849)
H (-3.334, 2.825, -9.202)
H (-6.550, 2.569, -6.679)
H (-5.158, 2.018, -5.736)
H (-5.654, 1.144, -7.193)
H (-1.726, 4.069, -8.557)
H (-1.600, 5.777, -9.005)
H (-2.952, 4.851, -9.600)
H (-1.462, 5.290, -6.129)
H (-2.768, 6.407, -5.737)
H (-1.635, 6.820, -7.018)
H (-5.886, 4.427, -9.818)
H (-7.201, 5.402, -9.145)
H (-6.891, 3.816, -8.491)
H (-4.981, 7.140, -8.877)
H (-4.977, 7.184, -7.111)
H (-6.507, 7.162, -7.965)

Force components x, y, z for each atom (eV/Å):
C 0.0 -0.2 0.0
C 0.3 -0.1 -0.3
O -0.3 0.3 0.0
O -0.6 -0.3 0.1
C 0.3 0.2 0.2
C -0.1 0.2 -0.1
B -0.3 -0.4 0.3
O -0.1 0.0 0.1
N 0.8 1.2 -1.1
C -0.4 -0.3 0.8
C 0.3 -0.3 0.5
O 0.5 0.0 0.1
P -0.3 1.6 -0.3
Br -0.2 -0.3 0.4
O 0.0 -0.4 0.1
C -0.6 1.2 1.3
N 0.4 -0.6 -0.6
N -0.5 -0.6 -1.0
C 0.1 -0.2 0.5
S 0.1 0.2 -0.1
H 0.0 0.1 0.0
H 0.1 0.0 0.0
H 0.1 0.0 0.1
H 0.0 0.0 -0.1
H 0.2 -0.1 0.0
H 0.0 -0.1 -0.1
H -0.1 0.0 0.0
H -0.2 0.2 -0.1
H 0.2 -0.2 -0.2
H -0.1 0.1 -0.2
H -0.1 -0.1 0.1
H -0.1 -0.1 -0.2
H 0.1 -0.5 0.1
H 0.1 0.0 0.0
H 0.2 -0.5 0.0
H -0.1 0.0 0.1
H 0.0 0.2 -0.2
O -1.2 -2.3 -0.5
P 1.0 3.9 1.7
N -0.2 0.0 0.0
C 0.0 0.3 0.2
C 0.1 -0.4 -0.3
N 0.3 -0.3 0.0
C -0.3 -0.1 0.2
C 0.2 0.3 -0.3
N -0.1 -1.5 -0.8
C -0.1 -0.1 -0.2
C 0.0 -0.1 0.0
H 0.0 -0.1 -0.2
H 0.0 0.0 0.1
H 0.1 -0.1 0.0
H 0.1 0.0 0.0
H 0.0 0.0 0.0
H 0.0 0.1 0.2
H 0.0 0.1 0.1
H 0.1 -0.1 -0.1
H 0.0 0.0 -0.1
H 0.2 -0.2 0.0
H 0.0 0.1 -0.1
H -0.2 0.2 0.1
H 0.0 0.0 -0.1
H 0.1 -0.1 0.1
H 0.1 0.1 0.0
H 0.0 0.0 0.0
H 0.1 0.1 0.0
H 0.0 0.0 0.0
O 1.6 -2.0 -0.8
P -3.1 2.8 1.9
N -0.1 -0.4 0.3
C 0.0 0.1 0.1
C 0.2 0.1 -0.2
N 0.3 0.3 -0.2
C 0.0 -0.4 0.3
C -0.1 0.2 -0.2
N 1.2 -0.7 -0.8
C 0.0 -0.2 -0.3
C 0.2 0.0 -0.1
H 0.0 0.0 -0.2
H 0.0 0.0 0.0
H 0.1 0.1 0.0
H 0.0 0.0 0.0
H 0.0 0.0 0.0
H 0.0 0.0 0.1
H 0.0 0.0 0.1
H 0.1 0.0 0.0
H -0.1 0.0 -0.1
H 0.0 0.0 0.0
H 0.0 0.0 -0.1
H -0.1 0.0 0.1
H 0.0 0.0 0.0
H 0.1 0.1 0.1
H -0.1 0.1 0.0
H 0.0 0.0 0.0
H 0.0 0.1 0.0
H -0.1 0.0 0.0
O 0.4 1.8 -2.2
P -0.1 -2.6 3.8
N 0.6 0.3 0.0
C 0.0 -0.1 0.1
C 0.1 0.1 -0.3
N -0.3 0.1 0.0
C 0.4 0.2 0.0
C -0.2 -0.2 0.0
N -0.4 0.7 -1.3
C 0.0 -0.1 -0.3
C -0.1 0.1 -0.1
H -0.1 -0.1 -0.1
H 0.0 0.0 0.0
H -0.1 0.1 0.0
H -0.1 0.0 -0.1
H -0.1 0.1 0.2
H 0.0 0.0 0.2
H 0.0 0.0 0.1
H 0.0 0.0 0.0
H 0.0 -0.1 -0.1
H 0.0 0.0 0.0
H 0.0 -0.1 0.0
H 0.1 -0.1 0.0
H 0.0 0.0 0.0
H -0.1 0.1 0.1
H 0.0 -0.1 0.1
H 0.0 0.0 0.0
H 0.0 0.0 0.1
H 0.0 -0.1 0.0
O -2.2 1.2 0.9
P 3.2 -1.6 -2.6
N -0.3 0.2 -0.3
C 0.1 0.0 -0.1
C 0.0 0.1 0.3
N 0.1 0.1 0.4
C -0.2 0.1 -0.3
C 0.2 -0.2 0.2
N -1.0 0.5 1.2
C -0.2 -0.1 0.1
C 0.0 0.1 0.1
H 0.0 -0.1 0.2
H 0.0 0.0 0.0
H 0.0 0.0 0.1
H 0.0 0.0 0.1
H 0.0 0.0 0.0
H 0.0 0.0 -0.1
H 0.1 0.1 -0.1
H 0.0 0.0 0.1
H -0.1 -0.1 0.1
H 0.0 0.0 0.0
H 0.0 -0.1 0.0
H 0.0 -0.1 -0.1
H 0.0 -0.1 0.0
H 0.1 0.1 0.0
H 0.1 -0.1 0.0
H 0.0 0.0 0.0
H 0.1 0.0 0.0
H 0.0 -0.1 0.0